# 1
Entry from the Open Molecules 2025 dataset: C32H29Cl3N8O2PdSe as an isolated structure (wB97M-V/def2-TZVPD).

Its net charge is +2. The gap between HOMO and LUMO (spin up / spin down) is 4.530 / 4.532 eV. The highest occupied orbital energy (spin up / spin down) is -13.0083 / -13.0083 eV.

Last column: Mulliken charge in e.
Cartesian coordinates (Å):
Pd1 0.30120 -0.19240 -0.39600  0.4039
Se1 2.32300 -1.50160 -1.00670  -0.1350
Cl1 4.96390 0.73590 0.91650  -0.1046
Cl2 3.34030 0.88090 3.30560  -0.1247
Cl3 3.73530 3.25980 1.68760  -0.1085
O1 1.47040 0.42750 1.26060  -0.0849
O2 2.39100 1.50460 -0.40750  -0.3986
N1 -0.14000 1.98380 -1.54630  0.4880
N2 -1.56870 1.91720 0.29700  -1.3657
N3 3.48720 0.55100 -2.63540  1.0916
N4 -1.23940 0.72340 0.61590  1.5457
N5 -2.03930 -1.86390 -1.21870  0.0633
N6 -1.04940 -1.09250 -1.72700  0.3446
N7 4.46900 -1.39810 -2.88190  0.3496
N8 -0.40250 -1.79720 1.26580  0.4118
C1 3.55010 1.50630 1.67500  0.6426
C2 0.40850 -2.84950 1.47600  -0.0602
C3 -1.56590 3.86890 -1.03960  -0.5837
C4 -1.59740 -1.69610 3.37650  -0.5537
C5 1.90720 -4.18230 2.82750  -0.9683
C6 -1.55310 0.21300 1.84610  0.2650
C7 -2.35950 -0.96110 4.26070  -0.8557
C8 6.38220 0.36840 -5.51570  -0.6439
C9 -1.02470 4.57510 -2.08360  -0.5052
C10 1.48420 -4.81440 0.54200  -0.7070
C11 5.78420 1.62160 -5.31600  -0.6633
C12 3.51660 -0.72270 -2.20860  -0.8953
C13 -1.13830 -1.12550 2.17290  0.8052
C14 -3.57070 -3.72050 -1.83930  -1.3499
C15 5.05850 -0.53980 -3.78230  0.2472
C16 4.82500 -2.77530 -2.68680  -0.9711
C17 -0.85330 -1.51290 -2.97970  0.6285
C18 2.11330 -5.05190 1.76040  -0.4799
C19 -2.72490 0.34820 3.95860  -0.7095
C20 -1.74070 -2.55300 -3.26900  -1.4185
C21 2.36640 1.13870 0.76860  -0.4830
C22 6.03720 -0.72870 -4.75290  -0.6403
C23 -1.09330 2.56160 -0.75650  -0.0257
C24 0.65590 -3.72620 0.38580  0.0799
C25 -2.49190 -2.75340 -2.12620  0.7638
C26 -2.31500 0.93190 2.76940  -0.8287
C27 0.37540 2.69280 -2.53600  -0.1898
C28 4.80840 1.82110 -4.36160  -0.5941
C29 4.44400 0.71910 -3.60180  0.5500
C30 0.14940 -0.91680 -3.89830  -1.0474
C31 1.07660 -3.09470 2.69990  -0.0984
C32 -0.01210 3.98720 -2.84630  -1.0219
H1 -1.38640 5.56260 -2.33190  0.4277
H2 -3.35870 0.90240 4.63470  0.4450
H3 -3.75220 -4.34530 -2.70660  0.3779
H4 2.76290 -5.90440 1.87610  0.4672
H5 6.49840 -1.68980 -4.90500  0.4803
H6 5.89550 -2.85580 -2.49740  0.3842
H7 6.09220 2.44770 -5.93770  0.4241
H8 4.34470 2.78280 -4.21030  0.4922
H9 -1.81070 -3.08580 -4.19460  0.4973
H10 -3.29430 -4.35990 -1.00400  0.3245
H11 -2.43030 -1.69940 -0.29920  0.1419
H12 -1.38240 -2.73490 3.57760  0.6797
H13 0.44080 4.50890 -3.67330  0.4783
H14 -0.09630 -1.18830 -4.92170  0.4683
H15 4.58370 -3.36310 -3.57310  0.3678
H16 2.98870 1.28400 -2.13090  0.2311
H17 4.27610 -3.16930 -1.82980  0.2382
H18 2.38720 -4.37290 3.77470  0.4379
H19 -4.49860 -3.21060 -1.58740  0.3318
H20 -2.59390 1.94530 2.52630  0.5572
H21 0.14900 0.16810 -3.80070  0.0806
H22 1.12230 2.19190 -3.14160  0.5500
H23 7.12350 0.26480 -6.29270  0.4179
H24 -2.34430 4.28240 -0.41920  0.5678
H25 1.63290 -5.50060 -0.27810  0.5209
H26 0.11330 -3.57760 -0.54100  0.2660
H27 -2.68520 -1.41440 5.18160  0.4532
H28 0.94770 -2.39570 3.51140  0.7007
H29 1.14940 -1.30200 -3.68060  0.1262



# 2
Entry from the Open Molecules 2025 dataset: C32H29FN7O3S2Tl as an isolated structure (wB97M-V/def2-TZVPD).

Its net charge is 0. The gap between HOMO and LUMO is 4.732 eV. The value obtained for the relative energy (zero: lowest compared OMol25 entry of this formula, charge and spin) is 32.39 kJ/mol. The highest occupied orbital energy is -6.4181 eV.

Last column: Mulliken charge in e.
Cartesian coordinates (Å):
Tl1 -2.86255 1.44640 -1.17684  1.0336
S1 -0.66564 1.19745 0.52034  -0.2875
S2 -3.59371 -0.77712 0.34044  -0.3349
F1 0.97237 -4.08122 0.04013  -0.4093
O1 -1.87761 2.28267 -3.01342  -0.5742
O2 -1.64823 -0.48283 -2.33890  -0.9312
O3 -0.38399 2.82617 -4.56125  -0.7364
N1 1.15350 -1.64356 2.04263  -0.5838
N2 5.08663 -4.84866 1.71356  -0.1135
N3 2.28940 -0.07182 -3.52852  0.3203
N4 3.72814 -3.34194 -0.27923  0.4373
N5 -4.47877 2.99142 1.40647  -0.1700
N6 -1.98966 -3.46669 2.11035  -0.5631
N7 -4.18328 3.42362 -1.59802  -0.0976
C1 0.06346 0.86419 -3.36228  0.0685
C2 -5.40061 3.31085 0.55688  -0.1804
C3 -0.88075 -0.40386 1.04431  0.6582
C4 -3.94446 2.35210 3.70183  0.3251
C5 5.04328 -5.29228 0.29120  -0.8750
C6 0.61892 -1.20322 -2.17346  0.3290
C7 3.70469 -4.81061 -0.26479  -0.5354
C8 1.31343 -3.09037 -0.83551  0.2526
C9 3.91405 -2.71835 1.02201  -0.2709
C10 -2.06197 -2.40670 1.62920  -0.2962
C11 -4.16332 4.29653 -2.66876  -0.4371
C12 -2.79244 3.11351 3.56757  -0.1891
C13 -4.81569 2.09419 2.48078  -0.4351
C14 -2.43177 3.10789 5.94720  -0.5024
C15 2.97475 -1.76516 -1.92846  -0.6695
C16 -5.62604 5.18395 -1.19145  -0.6329
C17 0.23695 -1.05464 1.61775  -0.2740
C18 -0.40918 -0.28016 -2.60750  0.9079
C19 -0.77811 2.06501 -3.64806  0.3963
C20 3.52169 -0.18064 -4.30897  -1.1034
C21 -4.32785 1.96734 5.00058  -0.5825
C22 4.65749 0.73791 -3.81943  -1.0531
C23 -2.06487 -1.14862 1.00990  0.8473
C24 1.39102 0.90977 -3.82331  -0.4554
C25 0.32316 -2.31855 -1.37459  -0.9297
C26 -5.08499 3.96837 -0.69357  0.0686
C27 5.01740 -3.37959 1.89542  -0.9185
C28 -4.99679 5.39128 -2.42883  -0.7122
C29 -3.56924 2.32536 6.08932  -0.3518
C30 -2.03485 3.44542 4.66367  -0.4879
C31 1.97078 -1.03209 -2.55354  0.8002
C32 2.69363 -2.76945 -0.99170  -1.3060
H1 4.21353 -1.69127 0.86632  0.4274
H2 5.95172 -5.18411 2.15187  0.3638
H3 4.80248 -3.22195 2.98128  0.4010
H4 5.20996 -6.37548 0.28016  0.4194
H5 5.86516 -4.78613 -0.23540  0.3451
H6 4.00083 -1.58008 -2.22085  0.4837
H7 3.64091 -5.17131 -1.28333  0.4255
H8 -1.88544 3.40581 6.82230  0.3855
H9 4.31182 -5.32268 2.25333  0.4288
H10 2.87532 -5.22487 0.32389  0.4396
H11 -2.45953 3.41018 2.56119  0.3069
H12 -3.83604 2.00079 7.10459  0.3271
H13 -4.69452 1.03694 2.19391  0.1272
H14 5.97279 -2.90895 1.60173  0.3476
H15 4.50621 1.78782 -4.18958  0.3462
H16 3.86353 -1.22068 -4.23255  0.5019
H17 1.75797 1.66658 -4.48802  0.6049
H18 5.59852 0.41916 -4.24438  0.3857
H19 -6.40055 5.79181 -0.77846  0.4663
H20 -1.07322 3.94973 4.48646  0.3298
H21 -5.16059 1.32193 5.16560  0.3845
H22 3.01439 -2.68744 1.67047  0.3385
H23 -0.71382 -2.50818 -1.11771  0.7357
H24 -3.46775 4.11238 -3.51569  0.3579
H25 4.72631 0.69372 -2.71569  0.2840
H26 -5.01246 6.28519 -3.02444  0.3983
H27 -5.91904 2.17171 2.70427  0.4149
H28 -6.50345 3.10298 0.68678  0.2512
H29 3.20660 -0.00685 -5.32919  0.5272



# 3
Entry from the Open Molecules 2025 dataset: C32H29HgN2O4P2 as an isolated structure (wB97M-V/def2-TZVPD).

Its net charge is 0. The gap between HOMO and LUMO (spin up / spin down) is 7.159 / 7.349 eV. The value obtained for the relative energy (zero: lowest compared OMol25 entry of this formula, charge and spin) is 17.57 kJ/mol. The highest occupied orbital energy (spin up / spin down) is -6.7960 / -8.3962 eV. The spin multiplicity is 2.

Last column: Mulliken charge in e.
Cartesian coordinates (Å):
Hg1 0.61398 -1.43172 -0.13949  0.5140
P1 0.78504 1.25592 0.30929  1.1936
P2 -1.48158 -0.76020 -1.86517  0.8622
O1 -0.99029 -1.87115 1.57130  -0.5096
O2 -0.68522 -2.02542 6.05538  -0.5836
O3 1.05203 -0.81482 6.74499  -0.6043
O4 -1.59341 -2.34880 3.65427  -0.8209
N1 2.79814 -1.84811 3.13152  -0.1110
N2 1.68448 -1.97286 2.40003  -0.3976
C1 4.78199 1.46400 -0.31878  -0.6015
C2 -1.52364 -1.81403 -4.52077  -0.4715
C3 1.62290 3.10103 3.88678  -0.6991
C4 3.81311 3.05775 -1.83159  -0.8136
C5 -4.16525 -1.26986 -2.59870  -0.1443
C6 1.01203 -0.82513 -5.07299  -0.8403
C7 1.17470 -1.71875 4.58375  0.7288
C8 1.67662 2.74762 2.54631  -0.5985
C9 -5.39024 -1.89232 -2.43202  -0.7556
C10 -3.28504 -2.49054 -0.71686  -0.6626
C11 -1.98424 1.02050 -2.00725  -1.1526
C12 0.44366 -0.62811 -3.82472  -0.3090
C13 2.39002 1.79406 -0.34915  0.3946
C14 -0.44075 2.39676 -0.44563  -1.6531
C15 3.52160 1.14629 0.15410  -0.3519
C16 -4.51688 -3.11195 -0.55200  -0.5863
C17 0.79801 1.79010 2.04401  0.8851
C18 0.68477 -1.90061 3.26325  0.2271
C19 0.69216 2.50697 4.72860  -0.5728
C20 4.92947 2.41955 -1.31805  -0.4920
C21 2.54678 2.74954 -1.34654  -0.4052
C22 -0.74194 -2.06024 2.79229  0.4824
C23 2.54112 -1.68662 4.44245  -0.8340
C24 -5.56463 -2.81814 -1.40891  -0.4742
C25 0.50406 -1.47496 5.89442  0.3370
C26 -0.89893 2.09352 -1.87878  -0.4194
C27 -0.94744 -2.02444 -5.76615  -0.7219
C28 -0.19760 1.56739 4.22925  -0.4612
C29 0.31397 -1.52260 -6.04897  -0.4865
C30 -0.84094 -1.09866 -3.54115  0.6133
C31 -0.14423 1.20707 2.89172  -0.7895
C32 -3.09871 -1.57371 -1.74885  0.4666
H1 -2.50302 -2.22191 -4.31096  0.4330
H2 3.31840 -1.54657 5.17370  0.5357
H3 -0.91717 1.09735 4.88780  0.4288
H4 2.31418 3.83698 4.27663  0.4130
H5 -0.05011 1.86429 -2.52786  0.0446
H6 3.69434 -1.92487 2.68327  0.1736
H7 5.91445 2.66315 -1.69394  0.3762
H8 2.00731 -0.45119 -5.27604  0.4378
H9 -2.47979 1.13178 -2.97485  0.5409
H10 -2.74869 1.17661 -1.24083  0.6033
H11 0.66526 2.76809 5.77812  0.4202
H12 -0.82883 0.46421 2.49669  0.2943
H13 0.75921 -1.68867 -7.02117  0.3771
H14 -6.52444 -3.30079 -1.27717  0.3911
H15 -1.48711 -2.58714 -6.51690  0.4050
H16 -1.30148 2.37731 0.22867  0.6749
H17 -2.48002 -2.68680 -0.01812  0.1684
H18 -4.65469 -3.81496 0.25872  0.4390
H19 1.68759 3.26887 -1.75130  0.2514
H20 3.92320 3.80257 -2.60900  0.4084
H21 5.65285 0.96444 0.08563  0.3962
H22 -4.04134 -0.54699 -3.39645  0.3622
H23 2.41339 3.20373 1.89721  0.3960
H24 -6.21124 -1.65443 -3.09608  0.4048
H25 -1.07619 -2.22253 5.13251  0.4848
H26 -1.32609 3.01761 -2.27756  0.4421
H27 -0.03102 3.40830 -0.37479  0.7061
H28 3.40278 0.39357 0.92571  0.3471
H29 1.01862 -0.12631 -3.05287  0.2632